[1]
The following is a quantum chemistry calculation of a cluster of 2 separate species, C2O2S in total, from the OMol25 dataset.

Summary:
Spin multiplicity ... 1
Total energy ... -17004.0203 eV
Largest force on an atom ... 1.3 eV/Å
Molecular weight ... 88.1 g mol⁻¹
HOMO level ... -10.75 eV
Kohn-Sham gap ... 11.45 eV
Relative energy (zero: lowest compared OMol25 entry of this formula, charge and spin) ... 16.37 kJ/mol
LUMO level ... 0.70 eV

Each line ends with the Mulliken charge.
Atoms and positions in Å:
C (1.000, -0.419, -0.884)  0.10
C (-0.246, 1.406, 1.088)  0.65
O (0.214, -1.103, -0.483)  -0.10
O (0.598, 1.342, 1.868)  -0.33
S (-1.319, 1.437, -0.016)  -0.32

[2]
The following is a quantum chemistry calculation of a structure of composition C2H2FOSr, from the OMol25 dataset.

Summary:
Spin multiplicity ... 2
Total energy ... -7702.5031 eV
Largest force on an atom ... 3.2 eV/Å
Molecular weight ... 148.7 g mol⁻¹
HOMO level (spin up / spin down) ... -5.24 / -7.26 eV
Kohn-Sham gap (spin up / spin down) ... 5.35 / 6.99 eV
Relative energy (zero: lowest compared OMol25 entry of this formula, charge and spin) ... 143.49 kJ/mol
LUMO level (spin up / spin down) ... 0.11 / -0.27 eV

Each line ends with the Löwdin spin population.
Atoms and positions in Å:
C (1.348, -0.770, -0.433)  0.01
C (0.168, -0.471, -1.149)  0.05
O (0.912, 0.716, -0.836)  0.04
H (2.276, -1.229, -0.773)  0.00
F (1.170, -0.854, 0.947)  0.02
H (0.146, -0.703, -2.222)  0.00
Sr (-1.684, 0.562, 0.555)  0.88

[3]
The following is a quantum chemistry calculation of the ion C2H2O6S2 with charge -2, from the OMol25 dataset.

Summary:
Spin multiplicity ... 1
Total energy ... -36061.6563 eV
Largest force on an atom ... 3.9 eV/Å
Molecular weight ... 186.2 g mol⁻¹
SMILES ... O=C([O-])C[S@@](=O)([O-])=S(=O)=O
HOMO level ... -0.72 eV
Kohn-Sham gap ... 6.50 eV
Net charge ... -2
Relative energy (zero: lowest compared OMol25 entry of this formula, charge and spin) ... 0.00 kJ/mol
LUMO level ... 5.78 eV

Each line ends with the Mulliken charge.
Atoms and positions in Å:
C (-1.639, -0.986, 0.069)  0.45
C (-0.258, -0.241, 0.072)  -0.50
O (-2.109, -1.272, -1.059)  -0.72
O (2.648, 0.715, 1.179)  -0.60
O (-2.151, -1.107, 1.193)  -0.71
O (3.282, 0.425, -1.185)  -0.60
O (1.327, -2.142, 1.285)  -0.67
O (1.175, -2.254, -1.106)  -0.66
S (3.110, -0.213, 0.135)  0.42
S (1.177, -1.369, 0.052)  0.90
H (0.054, 0.401, -0.872)  0.29
H (-0.049, 0.313, 0.914)  0.40

[4]
The following is a quantum chemistry calculation of a cluster of 2 separate species, C3H9NO3 in total, from the OMol25 dataset.

Summary:
Spin multiplicity ... 1
Total energy ... -10888.4643 eV
Largest force on an atom ... 1.5 eV/Å
Molecular weight ... 107.1 g mol⁻¹
SMILES ... O=CCNCO.O
HOMO level ... -9.92 eV
Kohn-Sham gap ... 10.45 eV
Relative energy (zero: lowest compared OMol25 entry of this formula, charge and spin) ... 204.27 kJ/mol
LUMO level ... 0.53 eV

Each line ends with the Mulliken charge.
Atoms and positions in Å:
O (0.228, -2.046, -2.570)  -0.47
C (0.426, -0.926, -2.172)  -0.06
C (1.446, -0.638, -1.109)  -0.38
N (1.382, 0.727, -0.594)  -0.38
C (0.212, 1.089, 0.130)  -0.30
O (0.012, 0.421, 1.395)  -0.49
H (-0.169, -0.081, -2.561)  0.38
H (2.491, -0.826, -1.369)  0.43
H (1.309, -1.380, -0.312)  0.21
H (2.257, 0.997, -0.174)  0.25
H (0.249, 2.133, 0.350)  0.33
H (-0.646, 0.862, -0.500)  0.21
H (0.720, -0.220, 1.491)  0.29
H (-2.552, -0.004, 2.883)  0.32
H (-3.863, -0.205, 2.136)  0.31
O (-3.505, 0.100, 2.975)  -0.64